Entry 1:
19
Properties=species:S:1:pos:R:3:forces:R:3 method="wB97M-V/def2-TZVPD" spin_multiplicity=5 homo_energy_ev="-1.4 / -0.8" charge=-1
O -0.153 -4.419 -0.265 0.361 -0.853 -0.117
C 0.321 -3.332 -0.678 -0.739 0.526 0.211
O 0.868 -3.203 -1.801 0.417 -0.355 -0.621
O 0.153 -2.269 0.127 -0.224 -0.691 0.108
O -0.174 1.298 0.068 -0.275 -0.478 -3.290
C -0.338 0.006 0.576 0.184 1.318 0.077
C 0.196 -0.971 -0.453 0.588 0.326 -0.276
Li 0.557 -5.144 -1.941 -0.183 0.933 0.626
H -1.397 -0.203 0.795 0.168 -0.065 0.140
H 0.250 -0.059 1.507 -0.003 -0.912 0.348
H 1.232 -0.719 -0.721 -0.298 0.049 0.053
H -0.418 -0.933 -1.363 0.129 0.007 0.256
C 0.110 2.850 0.545 -2.205 -0.824 0.868
O -1.068 3.385 0.505 1.889 1.002 -0.948
O 1.096 3.388 -0.264 -0.414 -0.698 0.518
H 0.672 3.669 -1.082 -0.276 0.014 0.129
Fe -2.784 2.689 0.957 -0.723 -0.343 0.195
O 0.573 2.534 1.788 0.156 -3.872 0.497
H 0.305 1.432 1.700 1.448 4.917 1.225

Entry 2:
14
Properties=species:S:1:pos:R:3:forces:R:3 method="wB97M-V/def2-TZVPD" relative_energy_kj_mol=196.1 homo_energy_ev="-7.5 / -7.6" charge=0
C -1.073 0.081 -0.560 -0.382 0.446 -0.398
C -0.428 1.437 -0.838 0.083 0.023 0.236
C 1.258 -0.715 0.110 -0.066 -0.024 -0.097
C 1.056 0.367 1.094 -1.198 -0.717 -0.916
C -0.235 -0.908 0.026 1.169 0.397 1.385
O -2.253 -0.133 -0.833 0.178 -0.012 0.284
O -0.775 -1.989 0.621 0.039 -0.058 -0.250
S 0.586 1.954 0.576 0.100 0.294 -0.076
H 0.184 1.385 -1.738 -0.045 -0.061 -0.113
H -1.200 2.196 -0.971 0.057 -0.179 -0.066
H 1.729 -0.431 -0.831 0.086 0.022 0.005
H 1.747 -1.588 0.534 -0.042 -0.054 -0.054
H 1.141 0.201 2.152 0.018 -0.119 0.165
H -1.736 -1.857 0.658 0.004 0.041 -0.104

Entry 3:
20
Properties=species:S:1:pos:R:3:forces:R:3 method="wB97M-V/def2-TZVPD" relative_energy_kj_mol=496.9 homo_energy_ev=-12.2 charge=+1
C 0.458 0.766 -1.703 1.691 -3.274 -1.459
C -0.362 1.902 -1.376 0.730 1.284 1.755
C -1.280 1.735 -0.099 1.149 -4.112 -1.883
C -0.372 0.765 0.838 -1.926 1.365 1.545
C 0.925 -2.347 1.276 -2.805 -2.237 0.154
N 1.275 0.270 -2.433 -2.052 1.517 1.145
N 0.302 -0.302 0.240 0.756 0.207 -2.307
N -0.175 -1.582 0.611 -1.111 -0.116 1.401
H 0.524 2.529 -1.111 -0.623 0.375 0.374
H -0.730 2.424 -2.256 -0.466 -0.521 -0.181
H -1.412 2.637 0.398 -0.530 1.643 0.651
H -2.250 1.217 -0.425 1.245 0.935 0.656
H 0.393 1.385 1.284 0.275 0.728 -0.025
H -0.952 0.461 1.752 0.028 0.114 -0.732
H 0.596 -3.383 1.557 0.064 0.927 -0.402
H 1.742 -2.402 0.662 1.771 -0.045 -1.860
H 1.212 -1.855 2.132 0.389 1.336 1.913
H 1.801 -0.577 -2.539 0.090 -0.081 0.194
H -0.696 -2.149 -0.041 0.621 -0.419 -1.689
H -1.000 -1.493 1.232 0.704 0.374 0.750

Entry 4:
13
Properties=species:S:1:pos:R:3:forces:R:3 method="wB97M-V/def2-TZVPD" relative_energy_kj_mol=67.1 homo_energy_ev=-3.0 charge=-1
C -0.835 -0.747 -0.901 2.902 3.256 -0.976
C 1.424 -0.274 0.243 -0.420 -2.663 -2.834
C -0.088 -0.343 0.353 -0.373 1.967 0.156
O -0.227 2.505 1.693 0.303 -0.135 0.474
O -1.079 2.256 -0.560 -0.249 0.074 -0.420
S -1.136 1.759 0.821 0.693 -1.323 -0.393
Cl -0.537 -1.570 1.566 0.030 -0.227 0.783
H -1.788 -0.907 -0.579 -2.882 -0.542 0.221
H -0.767 0.114 -1.651 -0.402 -0.877 1.066
H -0.412 -1.564 -1.418 0.490 -1.532 -0.381
H 1.644 -1.395 -0.025 0.211 1.606 -0.126
H 2.037 -0.186 1.099 0.138 0.946 1.173
H 1.764 0.353 -0.641 -0.443 -0.549 1.257